Below is a 16-piece molecular cluster, C64H115F18N5O27 overall at a distorted geometry, with properties calculated with ωB97M-V/def2-TZVPD.

```
229
Properties=species:S:1:pos:R:3:forces:R:3:mulliken_spin:R:1
C 5.341579 -0.470222 -1.685902 -0.182 0.036 0.187 0.00
C 6.561219 0.235588 -1.358962 2.274 0.855 0.462 0.00
N 7.583049 0.741468 -1.122362 -1.794 -0.705 -0.292 0.00
H 5.344609 -1.434952 -1.178572 -0.032 -0.033 -0.146 0.00
H 5.290719 -0.590952 -2.768002 -0.187 -0.061 0.064 0.00
H 4.486069 0.085578 -1.302122 -0.099 -0.047 -0.174 0.00
C -6.658101 -2.905532 -1.347852 -0.403 0.961 0.632 0.00
C -6.349451 -1.635862 -0.665852 0.758 1.161 0.355 0.00
N -6.111821 -0.620012 -0.154772 -0.479 -1.365 -0.540 0.00
H -6.345491 -3.724842 -0.700482 0.026 -0.090 -0.299 0.00
H -6.240151 -2.918012 -2.354462 0.070 -0.155 0.190 0.00
H -7.745161 -2.859232 -1.413042 -0.080 -0.541 -0.202 0.00
C -1.789681 3.599518 -6.146442 1.111 -0.708 0.493 0.00
C -0.794101 3.188578 -5.091462 -0.630 0.361 0.022 0.00
N -0.022951 2.855368 -4.298522 -0.616 0.211 -0.601 0.00
H -2.180931 2.671438 -6.563202 -0.030 0.108 -0.168 0.00
H -1.212591 4.131528 -6.902772 -0.247 0.027 -0.088 0.00
H -2.643041 4.188308 -5.809982 0.364 -0.036 0.318 0.00
C -2.186491 -2.901552 -0.981322 0.145 1.120 -0.134 0.00
C -2.750481 -3.837802 -0.038112 -0.216 -0.610 0.351 0.00
N -3.145111 -4.587352 0.741748 0.023 0.305 -0.314 0.00
H -1.460471 -3.353542 -1.657122 -0.088 -0.032 0.166 0.00
H -1.721181 -2.098122 -0.410302 0.516 -0.203 0.186 0.00
H -2.926061 -2.338492 -1.550622 -0.348 -0.524 -0.173 0.00
C -1.805361 -4.177322 3.990638 0.876 0.103 -0.113 0.00
C -1.006401 -3.414242 3.037458 -0.094 0.543 -0.945 0.00
N -0.437881 -2.748722 2.286278 -0.246 -0.401 0.409 0.00
H -2.664151 -3.569412 4.275278 0.059 -0.247 0.152 0.00
H -1.100011 -4.334042 4.806738 -0.449 -0.123 0.440 0.00
H -2.083321 -5.150872 3.586858 -0.115 0.245 -0.057 0.00
C -0.963771 -2.013442 7.129298 0.726 -0.297 -0.580 0.00
O -0.390681 -1.561132 5.921688 -0.856 0.873 0.094 0.00
C 1.009429 -1.462822 5.991858 0.784 0.047 -2.116 0.00
C 1.565319 -0.188672 5.299058 -0.915 0.016 -0.131 0.00
O 1.381789 0.978778 6.049588 0.780 2.031 1.400 0.00
C 0.073899 1.402768 6.419218 -0.762 -1.470 0.285 0.00
C -0.085211 2.739238 7.128088 0.550 0.476 -0.600 0.00
O -1.478011 3.028948 7.304858 0.720 -0.425 -0.107 0.00
C -1.703261 4.289048 7.932108 -0.350 -0.599 -0.058 0.00
H -0.714451 -1.278062 7.894248 -0.441 -0.220 0.487 0.00
H -0.490551 -2.974942 7.328518 -0.125 -0.211 0.658 0.00
H -2.029861 -2.187152 6.983038 0.053 0.346 0.098 0.00
H 1.311809 -2.334712 5.411798 0.851 -0.049 -0.077 0.00
H 1.482859 -1.544532 6.970268 -0.499 0.171 0.420 0.00
H 1.204929 0.082598 4.306768 -0.852 -0.937 -0.359 0.00
H 2.629009 -0.283372 5.080658 0.205 -0.145 0.721 0.00
H -0.295071 0.656348 7.122658 -0.521 -0.136 -0.182 0.00
H -0.576661 1.462688 5.546708 -0.124 -0.331 -0.157 0.00
H 0.368619 3.462838 6.450928 0.156 0.611 0.126 0.00
H 0.426989 2.775608 8.089558 0.117 -0.044 0.081 0.00
H -0.962101 4.478308 8.708608 0.099 0.157 -0.039 0.00
H -2.683221 4.221458 8.404568 0.015 -0.001 0.044 0.00
H -1.752851 5.098838 7.204188 0.335 0.098 -0.081 0.00
C -6.324071 1.776778 4.182828 0.711 0.802 0.803 -0.02
O -5.935261 2.899308 3.321108 -0.839 -1.185 -0.228 0.27
C -5.552891 2.515798 1.999398 1.726 1.572 2.915 0.10
C -6.761361 2.272428 1.155148 -1.427 -0.459 -2.581 0.09
O -7.639451 3.352308 0.918658 0.349 0.313 1.386 0.38
C -8.376581 3.897248 2.018228 -0.879 -0.079 -0.690 0.02
C -9.560341 4.847278 1.521288 0.315 0.207 -1.154 0.02
O -9.148081 6.045308 0.898018 0.634 -0.799 0.008 0.03
C -9.050591 7.179588 1.722418 0.200 0.350 -0.052 0.00
H -6.733271 2.179358 5.109428 -0.031 0.407 -0.271 0.00
H -5.409031 1.271648 4.492088 0.119 -0.189 -0.301 0.02
H -7.045141 1.041758 3.825188 0.055 0.236 -0.838 0.01
H -4.898761 1.652288 2.120038 -0.468 -0.633 -0.711 -0.01
H -4.895121 3.313128 1.653408 -0.390 0.235 -0.321 -0.02
H -7.221071 1.352918 1.517468 -0.619 0.174 0.329 0.05
H -6.422801 2.057958 0.141498 0.282 -0.274 0.101 -0.03
H -7.671331 4.463418 2.626638 0.542 0.496 0.104 0.08
H -8.678931 3.085378 2.679708 -0.447 -0.087 -0.120 0.00
H -10.321421 5.051158 2.274468 0.417 -0.198 0.648 0.00
H -10.117331 4.403268 0.696228 0.222 -0.875 0.186 0.00
H -10.051941 7.571738 1.900218 0.003 0.031 0.459 0.00
H -8.487281 7.947748 1.192598 -0.054 -0.146 -0.162 0.00
H -8.488911 6.960698 2.630548 -0.222 0.018 0.330 0.00
C 3.501009 4.591238 -0.703312 0.983 0.219 -0.287 0.00
O 4.679169 4.752558 0.131148 -2.904 0.674 0.452 0.00
C 5.849079 4.276748 -0.382102 1.246 -0.631 0.001 0.00
C 7.004879 4.581138 0.585448 -0.510 -0.456 -0.534 0.00
O 6.728439 4.162648 1.921708 0.620 -0.382 -0.493 0.00
C 6.943179 2.756898 2.192278 0.225 0.291 1.116 0.00
C 8.416979 2.238918 2.228828 -1.596 1.332 0.388 0.00
O 9.027309 2.836488 3.387818 0.376 -0.987 -0.313 0.00
C 10.308859 2.249018 3.649398 0.530 1.200 -0.898 0.00
H 2.832679 5.451658 -0.670022 0.111 0.093 0.875 0.00
H 2.946489 3.675968 -0.496212 0.103 -0.051 0.162 0.00
H 3.764889 4.604078 -1.760812 0.398 -0.398 -0.183 0.00
H 6.004179 4.750848 -1.351272 0.568 -0.099 -0.303 0.00
H 5.875099 3.193608 -0.501392 -0.467 -0.409 -0.319 0.00
H 7.199229 5.649838 0.494758 0.107 0.046 0.843 0.00
H 7.873299 4.037888 0.212888 0.197 0.154 -0.190 0.00
H 6.281659 2.113688 1.611968 0.182 0.011 -0.493 0.00
H 6.597649 2.674828 3.222798 -0.097 -0.076 0.047 0.00
H 8.827259 2.553668 1.269298 0.888 -0.111 0.136 0.00
H 8.444379 1.153248 2.321898 -0.179 -0.085 -0.184 0.00
H 10.755259 2.019388 2.681868 0.199 -0.406 0.001 0.00
H 10.406719 1.396178 4.321108 -0.862 -0.248 -0.031 0.00
H 10.964369 3.016968 4.060068 -0.213 0.204 0.186 0.00
C 2.101039 -0.258182 -3.684572 0.349 -0.337 -0.783 0.00
O 2.615119 -0.300672 -5.043222 -0.670 0.895 0.791 0.00
C 1.618859 -0.328052 -6.076822 0.125 -0.554 0.773 0.00
C 2.328059 -0.226392 -7.385532 1.366 -0.860 -1.326 0.00
O 2.659089 -1.528842 -7.941592 -1.210 0.463 1.565 0.00
C 3.744219 -1.602002 -8.804512 -0.283 -0.906 0.044 0.00
C 3.919219 -3.055812 -9.245092 -1.154 -0.488 -0.455 0.00
O 2.740039 -3.719912 -9.827992 0.429 1.166 0.804 0.00
C 1.607139 -4.066492 -8.976182 0.932 -0.478 -0.960 0.00
H 2.974819 -0.292882 -3.033882 -0.202 -0.179 -0.089 0.00
H 1.448619 -1.112912 -3.505992 0.081 -0.384 0.073 0.00
H 1.516639 0.612548 -3.387242 0.086 0.457 -0.602 0.00
H 0.887799 0.479118 -6.030622 0.041 0.272 0.495 0.00
H 1.104549 -1.278932 -5.937522 -0.373 -0.132 -0.474 0.00
H 3.238579 0.334908 -7.175772 0.336 -0.023 0.021 0.00
H 1.839129 0.338138 -8.179482 -0.609 0.055 0.178 0.00
H 4.652189 -1.376792 -8.245072 0.393 0.564 -0.282 0.00
H 3.563879 -0.964712 -9.670212 0.354 0.218 -0.162 0.00
H 4.354249 -3.677222 -8.462342 -0.397 -0.015 0.492 0.00
H 4.700239 -3.046892 -10.005372 -0.288 -0.116 -0.414 0.00
H 0.852619 -3.308262 -8.766672 0.638 0.607 0.104 0.00
H 1.973749 -4.543982 -8.067502 -0.158 0.091 0.167 0.00
H 1.069849 -4.792632 -9.586212 0.139 -0.298 0.119 0.00
C 2.019339 -2.417742 -0.307062 -0.722 0.320 -1.900 0.00
O 2.342699 -1.025702 -0.209612 -0.065 0.186 1.049 0.00
C 1.561709 -0.345552 0.779108 -0.856 0.494 -0.349 0.00
C 1.606949 1.213638 0.672198 1.290 -1.619 -0.884 0.00
O 1.123689 1.753298 -0.581332 0.960 -0.100 0.933 0.00
C -0.154071 1.379308 -0.944592 -1.963 0.149 0.239 0.00
C -1.166011 1.781688 0.141378 -1.034 0.236 0.091 0.00
O -2.555261 2.091688 -0.298802 0.903 -1.789 -0.438 0.00
C -3.308471 0.933228 -0.824212 0.457 1.232 0.455 0.00
H 1.630769 -2.974262 0.545818 0.452 0.540 0.495 0.00
H 2.782889 -2.966802 -0.858072 0.712 0.168 0.703 0.00
H 1.250509 -2.447492 -1.079152 -0.810 -0.203 0.069 0.00
H 1.790159 -0.740442 1.769038 0.426 0.430 0.229 0.00
H 0.495389 -0.564732 0.724198 -0.282 -0.631 -0.541 0.00
H 2.665879 1.471708 0.659028 -0.032 0.428 0.229 0.00
H 1.117469 1.618408 1.558018 -0.116 0.204 -0.070 0.00
H -0.219381 0.315368 -1.172352 0.007 -0.223 -0.179 0.00
H -0.482441 1.962678 -1.804802 0.522 -0.095 -0.361 0.00
H -0.767331 2.696548 0.579758 -0.328 0.237 -0.220 0.00
H -1.220181 1.083558 0.976708 -0.149 -0.381 -0.049 0.00
H -4.350321 1.253568 -0.819712 0.029 -0.115 0.111 0.00
H -3.205041 0.021018 -0.236602 0.092 0.166 0.462 0.00
H -3.086261 0.646048 -1.851952 0.493 0.359 -0.197 0.00
C 0.228779 -5.578812 -1.045602 0.797 0.518 -0.162 0.00
C 0.560159 -6.934742 -0.498452 0.796 0.304 0.499 0.00
O -0.490111 -7.360672 0.398588 -1.186 -1.245 0.743 0.00
C -0.572411 -7.090402 1.708028 3.810 3.910 -0.256 0.00
O 0.164239 -6.275032 2.295828 -2.110 -2.246 -1.372 0.00
C -1.595291 -7.916222 2.450418 0.077 -0.586 0.163 0.00
F -1.356561 -9.159072 2.068238 -0.538 -1.072 -0.120 0.00
F -1.347041 -7.890662 3.785958 -0.921 0.587 -1.047 0.00
F -2.869421 -7.588022 2.138218 0.933 -0.141 0.797 0.00
H -0.785801 -5.537132 -1.441822 -0.026 0.015 0.274 0.00
H 0.911769 -5.325902 -1.856572 0.045 -0.245 -0.194 0.00
H 0.458689 -4.821672 -0.295942 -0.634 0.087 0.167 0.00
H 1.520239 -6.976582 0.015948 -0.145 0.480 0.353 0.00
H 0.721699 -7.652012 -1.303152 -0.960 -0.409 0.176 0.00
C -4.540621 4.687778 -1.667862 -0.221 -1.092 0.038 0.00
C -4.295361 3.966468 -3.050692 -0.006 2.014 2.102 0.00
O -5.572321 3.455098 -3.427662 -0.640 -0.362 -0.487 0.00
C -5.851111 3.264848 -4.716452 2.963 1.804 -1.117 0.00
O -5.006161 3.416058 -5.616372 -3.072 -0.789 2.068 0.00
C -7.378041 2.958688 -4.876352 0.796 0.831 -0.287 0.00
F -8.016211 3.894128 -5.629562 0.463 -0.378 1.308 0.00
F -7.445721 1.849108 -5.556242 -0.506 -1.553 -0.454 0.00
F -7.949061 2.795338 -3.664792 -0.127 0.350 -1.072 0.00
H -5.429261 5.318538 -1.644032 -0.004 0.062 -0.583 0.00
H -3.713321 5.291968 -1.295522 0.244 -0.185 -0.432 0.00
H -4.731191 3.932888 -0.905012 0.129 -0.172 0.107 0.00
H -3.559781 3.171358 -2.929012 -0.033 0.081 -0.337 0.00
H -3.977511 4.802028 -3.674322 0.077 -0.655 -0.748 0.00
C 3.519389 2.889658 3.890648 -0.439 -0.609 -1.168 0.00
C 2.503269 3.980348 3.859538 0.768 1.237 1.487 0.00
O 1.213809 3.511268 3.504138 -3.738 1.309 0.351 0.00
C 0.116389 4.418498 3.724688 3.355 1.356 0.568 0.00
O 0.217389 5.596668 4.035998 -0.190 -2.922 -0.610 0.00
C -1.255371 3.805148 3.434518 -0.219 -1.097 1.350 0.00
F -2.197231 4.094368 4.389428 1.165 0.034 -0.900 0.00
F -1.673221 4.234678 2.280398 -0.749 1.000 -1.225 0.00
F -1.197401 2.476808 3.337938 0.043 -0.422 0.291 0.00
H 3.520259 2.491138 2.876108 0.678 -0.311 0.030 0.00
H 3.247479 2.093578 4.583768 -0.025 0.126 0.082 0.00
H 4.480479 3.326828 4.161328 -0.008 -0.120 -0.182 0.00
H 2.807879 4.802888 3.212438 -0.088 -0.049 -0.098 0.00
H 2.512639 4.327868 4.892608 -0.654 0.618 0.019 0.00
C 7.249829 -3.993632 -2.248272 1.635 -1.025 0.059 0.00
C 5.954159 -4.307392 -1.599662 -1.861 2.423 -0.996 0.00
O 5.805949 -5.621062 -1.246762 -1.082 -4.311 0.977 0.00
C 4.606689 -6.199402 -0.945532 -1.754 2.759 -0.846 0.00
O 3.478669 -5.645112 -0.961002 4.161 -1.895 0.028 0.00
C 4.721389 -7.724392 -0.579352 2.090 1.418 1.764 0.00
F 4.030809 -8.423902 -1.410892 -0.582 -1.017 -0.987 0.00
F 6.010149 -8.199862 -0.476682 -1.428 0.642 -0.736 0.00
F 4.217349 -7.842552 0.655508 -0.366 -0.163 -0.004 0.00
H 8.072539 -4.115312 -1.543672 0.205 0.503 -0.093 0.00
H 7.273019 -3.058512 -2.807832 -0.164 0.279 0.661 0.00
H 7.455619 -4.723032 -3.031682 -0.187 -0.306 -0.013 0.00
H 5.261819 -4.075932 -2.409092 -0.876 0.107 0.377 0.00
H 5.695999 -3.751932 -0.698032 0.204 0.632 -0.198 0.00
C 4.469699 -3.205422 6.706168 -0.323 0.046 -0.670 0.00
C 5.462939 -3.385122 5.532568 -0.889 -0.684 0.297 0.00
O 5.561819 -2.260562 4.641918 -0.461 1.941 -1.516 0.00
C 4.551629 -1.933892 3.753188 -0.676 -3.351 1.962 0.00
O 3.502189 -2.561372 3.691078 1.746 1.585 -0.102 0.00
C 4.854069 -0.823642 2.716548 1.716 -0.722 0.686 0.00
F 4.829309 -1.361132 1.511358 0.350 -0.520 -0.652 0.00
F 3.900009 0.071958 2.726088 -0.056 1.038 0.547 0.00
F 6.103989 -0.295492 2.912598 -1.573 -0.035 -0.148 0.00
H 4.830309 -2.593792 7.533188 0.398 -0.165 -0.126 0.00
H 4.155539 -4.183022 7.071808 0.327 -0.072 0.143 0.00
H 3.532639 -2.740532 6.399738 0.097 0.038 -0.388 0.00
H 5.265469 -4.254972 4.906088 -0.696 -0.028 0.092 0.00
H 6.448719 -3.629622 5.928238 0.217 0.822 -0.149 0.00
C -7.384481 -0.370592 -8.445102 1.166 -0.711 0.494 0.00
C -6.990101 -1.413212 -7.397422 -3.035 -1.316 0.215 0.00
O -6.121841 -0.922942 -6.431222 3.157 1.051 2.201 0.00
C -5.830801 -1.524862 -5.242602 -2.463 -0.577 -1.494 0.00
O -6.392231 -2.528392 -4.839292 1.403 1.624 -0.255 0.00
C -4.732671 -0.739422 -4.420682 -0.254 -1.132 -0.769 0.00
F -3.547761 -0.986542 -4.960952 0.576 -0.399 -0.268 0.00
F -4.836801 0.561778 -4.339902 -0.779 1.043 -0.221 0.00
F -4.748731 -1.215542 -3.186172 0.081 -0.326 0.672 0.00
H -8.011411 -0.863652 -9.188032 -0.114 0.118 0.124 0.00
H -6.462691 -0.067632 -8.941702 -0.184 0.453 -0.132 0.00
H -7.900981 0.459928 -7.963872 0.118 0.020 -0.251 0.00
H -6.732521 -2.397862 -7.787552 0.880 0.245 -0.277 0.00
H -7.887531 -1.672482 -6.835732 -0.458 -0.019 -0.017 0.00
```
Positions in Å, forces in eV/Å.

Calculated values
HOMO level (alpha / beta) in eV: -10.160 / -10.160
Expectation value of S²: 0.756
Total charge: +1
Total energy in Eh: -6609.697543
Lowest unoccupied orbital energy (alpha / beta) in eV: -2.0 / -8.0
Multiplicity: 2
HOMO-LUMO gap (alpha / beta) in eV: 8.142 / 2.143
Largest force on an atom in eV Å⁻¹: 5.47